Entry 1:
{"formula": "C4H6N2S", "method": "ωB97M-V/def2-TZVPD", "e_above_lowest_kcal_mol": 75.12, "multiplicity": 1, "e_homo_ev": -8.32, "energy_ev": -18057.716, "species": ["S", "N", "C", "C", "C", "C", "N", "H", "H", "H", "H", "H", "H"], "xyz": [[1.406, 2.622, -0.311], [0.831, 1.200, -1.306], [0.168, 0.423, -0.612], [-0.014, -0.936, -0.981], [-0.575, -1.658, -0.102], [-0.615, -0.838, 1.171], [-0.386, 0.497, 0.671], [1.949, 3.436, -1.186], [0.014, -1.146, -2.057], [-0.942, -2.645, -0.247], [0.383, -1.226, 1.886], [-1.751, -0.969, 1.843], [-0.470, 1.237, 1.231]], "forces_ev_per_angstrom": [[-1.2, -1.5, 0.3], [2.7, 4.1, -0.8], [-1.0, -0.8, 3.3], [-0.1, 0.5, -5.7], [-1.0, -1.1, 3.3], [-0.9, -1.6, 3.4], [0.5, -3.7, -2.3], [0.1, 0.0, -1.0], [0.6, -0.3, 0.5], [-0.1, -0.6, 0.3], [-3.1, 1.0, -1.6], [3.7, 0.5, -2.0], [0.0, 3.5, 2.3]], "lowdin_charge": [0.6888, -0.2111, -0.5747, -0.0834, -0.0927, -0.1984, 0.0284, -0.2028, 0.1324, 0.1032, 0.1734, 0.1844, 0.0526]}

---

Entry 2:
{"formula": "C4H6N2S", "method": "ωB97M-V/def2-TZVPD", "e_above_lowest_kcal_mol": 120.40, "multiplicity": 1, "e_homo_ev": -9.31, "energy_ev": -18055.752, "species": ["H", "N", "C", "C", "C", "N", "C", "S", "H", "H", "H", "H", "H"], "xyz": [[0.103, 0.246, 2.288], [0.054, -0.352, 1.492], [0.224, 0.179, 0.409], [0.689, 1.620, 0.154], [1.218, 2.665, 0.686], [0.239, -0.592, -0.793], [-0.476, -1.840, -0.444], [-0.245, 0.287, -2.213], [1.626, 3.601, 1.013], [0.300, -2.394, 0.169], [-0.834, -2.655, -1.335], [-1.422, -1.420, 0.363], [-1.476, 0.654, -1.788]], "forces_ev_per_angstrom": [[0.2, 0.6, 0.4], [-0.9, -1.3, 2.6], [2.6, 3.0, -4.4], [2.2, 3.8, 4.3], [-2.7, -5.0, -2.9], [-1.6, 0.0, 0.1], [-1.8, -1.7, 0.5], [0.0, -0.5, 0.7], [-0.1, -0.2, -0.2], [-1.4, 0.4, -0.4], [1.0, 3.0, 2.2], [2.5, -2.1, -2.6], [0.0, 0.0, -0.2]], "lowdin_charge": [0.0781, 0.1471, -0.5710, -0.0812, 0.1235, -0.5285, -0.1944, 0.7766, 0.0195, 0.0722, 0.1309, 0.1476, -0.1204]}

---

What is the formula in the second record? C4H6N2S